ORCA calculation (the ωB97M-V functional and the def2-TZVPD basis) on a 12-piece molecular cluster, C44H80O28 overall at a distorted geometry.

Structure (XYZ):
```
152
Properties=species:S:1:pos:R:3:forces:R:3:mulliken_charge:R:1
C 4.6847 3.2564 -1.1261 1.9019 1.4200 1.0002 -1.134
C 3.6147 4.2723 -0.8830 -0.5908 0.5763 0.6308 0.293
O 3.2206 4.2404 0.5025 0.9587 0.3788 0.3979 -0.259
C 2.2850 5.0816 0.9744 -1.5756 0.0666 -1.1999 0.863
C 2.1258 4.9098 2.4495 1.4279 -0.7920 0.4350 -0.520
O 1.5742 5.7790 0.2615 1.1884 -0.6124 0.7197 -0.647
H 4.4593 2.2833 -0.7652 -0.2939 -0.8412 0.3168 0.084
H 5.7285 3.5803 -0.7358 -1.8283 -0.4624 -0.3744 0.357
H 4.7700 3.2502 -2.1768 0.3361 -0.4389 -1.4372 0.441
H 3.9603 5.2679 -1.2083 -0.2468 -0.1854 0.4505 0.432
H 2.6967 4.0643 -1.4029 -0.2482 -0.2194 -0.7572 -0.216
H 1.3223 4.2202 2.6914 -0.1439 -0.0756 -0.2646 -0.239
H 1.8932 5.8474 2.9202 0.0246 0.4026 0.1938 0.326
H 3.0767 4.4518 2.8399 -0.9645 0.6569 -0.1190 0.288
C 4.2436 -1.3541 2.1628 0.6069 0.1593 -2.0820 -0.715
C 3.8657 -2.7831 1.7120 -0.4664 0.5999 0.4507 1.062
O 4.4392 -3.6199 2.7287 0.2400 -0.9481 -0.4613 -0.487
C 4.3230 -4.9745 2.5154 -0.2700 2.5718 -0.0571 0.748
C 5.1104 -5.6323 3.5791 -1.9755 -1.9614 0.7582 -1.215
O 3.5756 -5.4078 1.6747 0.7327 -0.5798 0.2568 -0.534
H 5.3217 -1.1774 1.9328 -0.5861 -0.3539 0.4863 0.423
H 4.0629 -1.2859 3.2146 -0.0633 0.2577 0.4300 0.141
H 3.7454 -0.5243 1.5981 -0.0671 -0.9839 0.5922 -0.321
H 2.7758 -2.9934 1.6912 0.4586 0.4297 -0.0516 -0.333
H 4.2930 -3.0863 0.7543 -0.0492 0.2720 -0.0798 0.347
H 4.4243 -5.4665 4.4862 1.0366 -0.8177 -1.0111 0.242
H 6.0505 -5.2326 3.8472 0.8732 0.8520 -0.1794 0.366
H 5.2383 -6.6914 3.2778 -0.2821 0.4431 0.7187 0.336
C -0.8544 4.2423 -3.4302 0.7101 -1.9951 -0.5626 -0.434
C -1.0413 2.7479 -3.7768 -0.5834 0.9261 -1.8959 0.261
O 0.0676 2.1053 -4.4396 0.2631 1.7449 0.3942 -0.400
C 0.3720 0.9142 -3.9589 1.7840 0.1804 -0.5609 0.623
C 1.7664 0.5419 -4.4513 0.4523 -1.2018 1.1948 -0.820
O -0.3684 0.3051 -3.2566 -0.4694 -1.4367 1.0399 -0.327
H -0.0523 4.2536 -2.6659 -0.6279 0.4673 -0.1736 -0.102
H -1.8500 4.5081 -3.0463 0.5773 0.6061 -0.0767 0.022
H -0.5006 4.7631 -4.3198 -0.3919 0.4659 0.1917 0.364
H -1.2568 2.2749 -2.8863 -0.2399 -1.3338 1.8772 -0.161
H -1.8702 2.5016 -4.4433 -0.3344 0.6797 0.0860 0.339
H 1.8699 -0.5602 -4.5849 -0.1291 0.8259 0.0126 0.163
H 2.6247 0.8660 -3.7914 -1.2525 -0.2589 -0.2253 -0.084
H 1.9093 1.0776 -5.3525 0.2300 0.2346 -1.1330 0.633
C -6.1607 5.8178 -4.0029 0.1985 0.0584 -0.2503 -0.994
C -4.7268 5.2371 -4.1440 -0.6972 -0.5458 0.0043 -0.337
O -4.6808 3.9387 -3.3754 -0.4126 1.1296 -1.7441 -0.217
C -4.6915 4.1670 -2.0757 -0.3988 -0.3911 1.7640 0.679
C -5.2769 3.0136 -1.2024 2.3840 0.9670 -0.7098 -0.418
O -4.2914 5.2176 -1.6182 -0.1458 -0.3524 0.4669 -0.608
H -6.1955 6.9056 -4.2807 0.1436 -1.0367 0.0380 0.335
H -6.4183 5.7812 -2.9237 -0.0885 -0.0387 -0.7388 0.287
H -6.8961 5.2485 -4.6263 0.5690 0.4977 0.6804 0.283
H -4.4224 4.9851 -5.1711 -0.3156 -0.0442 0.4499 0.391
H -4.0264 5.9465 -3.7241 0.2605 -0.1863 0.1146 0.323
H -5.1558 2.0690 -1.7448 0.4302 0.0139 0.4053 0.055
H -6.3381 3.1046 -1.1273 -0.7196 0.5482 0.4265 0.351
H -4.7183 3.1080 -0.2250 -1.1274 -0.6287 -1.0637 -0.131
C -4.4305 0.0139 5.1559 0.2929 -0.7600 -0.3180 -1.646
C -4.1646 0.9917 4.0668 -0.4021 0.1310 0.3524 0.294
O -4.0922 0.2718 2.8305 1.1413 -1.4137 2.1071 -0.233
C -4.5359 0.8044 1.7581 -1.1568 2.1854 -2.8183 0.872
C -4.6115 -0.1424 0.5737 0.6654 -0.5299 -0.3716 -0.332
O -4.9377 1.9675 1.6907 0.5043 -1.1248 0.2447 -0.716
H -3.7455 -0.8172 5.1374 0.3695 -0.3618 -0.0706 0.282
H -5.4234 -0.3762 5.1220 -0.7642 -0.3270 -0.2097 0.380
H -4.3215 0.4871 6.0910 0.1747 0.6957 1.2154 0.487
H -5.0016 1.6706 4.0462 -0.0159 0.5470 -0.3747 0.540
H -3.2464 1.5280 4.2896 0.1078 0.1460 -0.5071 -0.136
H -5.6769 -0.2305 0.3511 0.0918 -0.1310 -0.1737 0.640
H -4.1804 -1.1552 0.7858 -0.4532 0.9780 -0.0025 0.119
H -4.0896 0.2423 -0.3421 -0.5498 -0.0821 1.0772 -0.374
C 0.6653 -5.9510 4.3106 -0.9908 -0.7368 -0.2010 -1.603
C 0.9048 -4.9100 3.2670 0.1844 1.4496 0.5730 0.654
O -0.1753 -3.9459 3.1623 0.7435 -0.4740 -1.1126 -0.317
C -0.6276 -3.7410 1.8664 -1.8052 1.1919 2.9266 0.564
C -1.4955 -2.4751 1.9446 2.3395 -0.6097 0.1143 0.258
O -0.5138 -4.5215 0.9832 0.7031 -0.4812 -1.2837 -0.672
H -0.3703 -6.3691 4.2169 0.7706 0.4965 0.3422 0.375
H 0.8944 -5.6061 5.3248 -0.3335 -0.0922 -0.2046 0.303
H 1.3167 -6.7775 4.0573 0.3336 -0.3067 0.2242 0.422
H 1.7697 -4.3026 3.5483 0.1040 -0.0672 0.0333 -0.306
H 1.1205 -5.2952 2.2982 -0.0983 -0.5648 -0.6201 0.303
H -1.9657 -2.5022 2.9213 -0.2191 0.2351 -0.0499 0.548
H -2.1616 -2.5167 1.1246 -0.7774 0.4339 -0.7292 0.060
H -0.7634 -1.6305 1.8707 -1.0191 -0.6204 0.1012 -0.828
C -2.1346 -3.2723 -2.9196 0.8453 0.9022 -0.1002 -0.770
C -3.4655 -2.6275 -2.5972 1.3351 2.0549 2.1586 0.241
O -4.1128 -2.2136 -3.7863 0.1213 -0.2784 -0.9234 -0.360
C -5.1109 -1.3386 -3.6767 0.1424 0.6047 0.9115 0.780
C -5.5806 -0.7413 -5.0004 -1.7321 1.7035 3.8908 -0.985
O -5.5189 -0.9832 -2.5856 -0.1086 -0.1169 -0.9596 -0.561
H -2.3130 -4.1753 -3.4675 0.1537 -0.5229 -0.5370 0.520
H -1.5282 -3.5255 -2.0404 -0.6723 -0.0125 0.2279 -0.069
H -1.4393 -2.5921 -3.4642 -0.7980 -0.3843 -0.0333 0.191
H -4.0706 -3.2577 -1.9894 -0.8390 -0.8968 0.0337 0.393
H -3.3379 -1.7324 -1.8781 0.0288 -0.9819 -1.3931 -0.241
H -5.3476 -1.2692 -5.8383 0.4565 -1.5933 -2.2226 0.373
H -5.1364 0.2551 -5.0300 0.1178 -0.0223 -0.1388 0.178
H -6.6746 -0.5555 -4.7929 1.0246 -0.3336 -0.8195 0.309
C 2.1353 -1.8092 5.0550 0.7983 -1.6931 -1.3504 -0.534
C 2.3091 -0.3285 5.0587 0.1319 0.5137 -0.1665 -0.293
O 1.0231 0.2878 4.7983 0.6535 -0.2387 -0.3456 -0.321
C 0.6203 0.2348 3.5071 0.8285 -0.1796 0.2919 -0.259
C -0.7152 0.7736 3.3547 -1.0855 1.5903 0.4771 0.540
O 1.2909 -0.1649 2.5758 0.0876 -0.1170 0.5290 -0.166
H 1.6315 -2.0711 4.0883 0.3129 -0.1822 0.9762 -0.040
H 1.6091 -2.2568 5.9204 0.0327 0.6317 -0.4789 0.348
H 3.1494 -2.2936 5.0248 -0.8017 0.3191 0.0280 0.250
H 2.6229 -0.0644 6.0560 -0.1191 0.7715 0.2521 0.401
H 3.0594 0.0663 4.3239 -0.7689 -0.5428 0.6132 0.200
H -1.4686 0.0584 3.1178 -0.3087 -0.7195 -0.4660 -0.207
H -0.6774 1.5298 2.5888 -0.1107 0.0419 -0.6153 -0.540
H -1.0660 1.3071 4.2302 0.2482 -0.0763 0.4290 0.588
O -1.6379 0.4898 0.3637 0.3864 -1.5524 -0.1893 -0.526
C -0.5242 0.1741 -0.0015 -1.9980 2.3129 0.5727 -0.245
O -0.0150 -1.0342 -0.1831 -0.5240 -0.1144 -0.0442 0.501
C 1.2709 -0.8927 -0.7394 2.4298 -0.2595 1.1162 0.562
C 1.6119 0.5898 -0.5532 -0.5689 0.9218 -0.4406 -0.512
O 0.3209 1.1691 -0.2575 1.1018 -0.6183 -0.1040 0.232
H 2.0237 -1.5086 -0.1831 -0.9205 0.3170 -0.3028 -0.508
H 1.2900 -1.2042 -1.7654 -0.2698 -0.0151 -0.5464 0.260
H 1.9280 1.0609 -1.4664 0.2550 -0.0407 -0.4371 0.185
H 2.3026 0.9182 0.2260 -0.0757 -0.6800 0.1544 -0.042
O 3.8134 -0.4970 -1.6764 1.7443 -0.6504 -1.0655 0.214
C 4.7671 -0.9622 -2.2636 0.2111 -0.8950 0.4934 0.023
O 5.4966 -2.0484 -1.8315 -0.0137 0.9588 -0.0455 -0.304
C 6.6371 -2.2719 -2.7094 -1.1538 -0.4890 -0.1554 -0.517
C 6.2963 -1.3988 -3.9352 -0.0612 -1.1046 1.2599 -0.320
O 5.2811 -0.5306 -3.4297 -0.4999 0.5971 -0.1412 -0.385
H 7.6027 -2.0146 -2.2414 -0.6655 0.0629 0.0942 0.318
H 6.6063 -3.3308 -2.9607 0.1866 0.0157 0.0935 0.287
H 5.9505 -1.9741 -4.7976 -0.1747 0.2508 0.2243 0.270
H 7.1982 -0.8806 -4.1218 0.5186 1.1272 -0.8205 0.340
O -0.9106 4.4468 4.3402 0.0811 -0.4013 -0.1442 -0.561
C -1.4213 4.4894 3.2696 -0.9803 0.9279 -1.6522 0.423
O -1.0100 3.8484 2.1315 0.6974 -0.0912 1.1936 0.150
C -1.9302 4.0136 1.0648 -0.7561 1.0919 -0.4359 0.776
C -2.7401 5.2829 1.5520 1.6419 -1.0884 -0.7872 -0.261
O -2.5090 5.2759 2.9584 0.4804 -0.4561 0.4900 -0.439
H -1.3932 4.2427 0.1061 -0.3822 -0.4850 1.0033 -0.072
H -2.5393 3.0893 1.0109 0.2439 0.5996 -0.2206 -0.600
H -3.7655 5.1725 1.3034 -0.9858 0.0650 0.1313 0.322
H -2.3316 6.1997 1.1023 -0.1203 -0.2352 0.2656 0.314
O 3.4576 -3.5028 -4.3109 0.0663 -0.2159 -0.3716 -0.567
C 2.9174 -4.0954 -3.4261 0.4302 1.0944 0.7237 0.535
O 3.5904 -4.6610 -2.3992 0.1071 -0.5796 -0.6147 -0.333
C 2.6603 -5.0639 -1.4087 0.3385 0.6552 2.1657 0.472
C 1.3248 -4.9863 -2.0725 -0.8025 1.2639 -0.0679 0.164
O 1.6012 -4.1206 -3.2119 -0.3471 -0.4255 0.0685 -0.254
H 2.8773 -6.0473 -0.9848 0.2172 0.1070 -0.3401 0.333
H 2.7388 -4.3374 -0.5559 -0.0786 -0.6143 -0.7275 -0.421
H 0.5633 -4.4750 -1.4258 0.5556 -0.7857 -0.7190 -0.295
H 1.0076 -5.9335 -2.4735 -0.4331 -0.3300 0.0156 0.377
```
Forces are in eV/Å.

## Properties
Spin multiplicity: 1
SMILES string: CCOC(C)=O.CCOC(C)=O.CCOC(C)=O.CCOC(C)=O.CCOC(C)=O.CCOC(C)=O.CCOC(C)=O.CCOC(C)=O.O=C1OCCO1.O=C1OCCO1.O=C1OCCO1.O=C1OCCO1
Gap between HOMO and LUMO in eV: 10.14
Net charge: 0
Electronic energy in Eh: -3831.36237